# 1
Molecular formula: C3H5F2NO
Method: DFT, ωB97M-V/def2-TZVPD

Summary:
- Kohn-Sham gap (spin up / spin down) (eV) = 6.22 / 8.56
- 2S+1 = 3

Last column: natural (NBO) charge in e.
Geometry (Å):
C  -0.51558  -0.00054  -1.16346  0.29
C  0.37557  0.03515  2.44825  0.66
C  -1.06024  -0.05317  0.19459  -0.68
N  1.39485  -0.26270  -2.44680  -0.52
O  0.75952  -0.18467  -1.18752  -0.39
F  -0.14601  1.20270  2.83188  -0.34
F  -0.33113  -0.87791  3.12856  -0.34
H  -1.67531  -0.95121  0.28026  0.22
H  -1.69954  0.80933  0.37512  0.22
H  -0.25101  -0.09621  1.02945  0.17
H  2.31084  0.16488  -2.33553  0.36
H  0.83804  0.21436  -3.15480  0.35

# 2
Molecular formula: C3H5F2NO4P
Method: DFT, ωB97M-V/def2-TZVPD

Summary:
- net charge = -1
- Kohn-Sham gap (eV) = 7.29
- SMILES string = N/C=C(/O)O[P@@](=O)([O-])C(F)F
- 2S+1 = 1

Last column: natural (NBO) charge in e.
Geometry (Å):
N  -1.38541  -0.79120  -1.58708  -0.87
C  -1.53154  -0.06819  -0.40406  -0.15
C  -0.82882  1.06515  -0.17561  0.49
O  -1.25619  2.08834  0.70277  -0.71
O  0.42847  1.24067  -0.52616  -0.81
P  1.64527  0.10241  -0.29528  2.30
O  1.58123  -1.03714  -1.24700  -1.16
O  2.94192  0.72206  -0.13796  -1.14
C  1.10927  -0.68211  1.34941  0.21
F  0.84297  0.13585  2.44033  -0.37
F  -0.01616  -1.46800  1.19107  -0.36
H  -0.41814  -0.98476  -1.74422  0.42
H  -2.11802  -1.48626  -1.87044  0.37
H  -2.51880  -0.17939  0.07846  0.18
H  -0.46532  2.68123  0.57750  0.48
H  1.98926  -1.33864  1.64828  0.14

# 3
Molecular formula: C3H5F2O2Si
Method: DFT, ωB97M-V/def2-TZVPD

Summary:
- net charge = +1
- Kohn-Sham gap (eV) = 13.46
- 2S+1 = 1

Last column: natural (NBO) charge in e.
Geometry (Å):
C  -0.62985  -0.26901  -0.21368  0.89
C  1.66632  0.06049  -0.61157  -0.68
C  -2.10299  -0.48411  -0.32386  -0.75
O  0.24851  -0.38691  -1.09770  -0.39
O  -0.28779  0.15502  0.96321  -0.74
F  1.35392  2.19230  1.34542  -0.60
F  1.91813  -0.02856  2.42675  -0.59
Si  1.36863  0.63241  1.10940  2.35
H  2.24235  -0.93420  -0.93631  0.31
H  1.88927  0.77882  -1.51534  0.31
H  -2.40783  -1.41853  -0.04716  0.29
H  -2.52724  -0.61687  -1.38646  0.29
H  -2.73144  0.31917  0.28730  0.30

# 4
Molecular formula: C3H5F2OP
Method: DFT, ωB97M-V/def2-TZVPD

Summary:
- Kohn-Sham gap (eV) = 7.97
- 2S+1 = 1

Last column: natural (NBO) charge in e.
Geometry (Å):
C  1.47835  -0.36428  -0.37639  -0.44
C  2.13775  0.76884  -0.38436  -0.34
C  -2.47344  0.07605  0.05319  0.38
O  -0.84237  -1.71415  1.17978  -1.05
F  -3.26291  -0.91329  -0.40569  -0.31
F  -2.91072  1.22889  -0.53772  -0.31
P  -0.90298  -0.37443  0.63470  1.30
H  1.09137  -0.87394  -1.19728  0.21
H  1.42541  -0.93015  0.49200  0.20
H  2.81669  1.21076  0.30477  0.21
H  2.24759  1.20267  -1.33929  0.18
H  -0.80476  0.68302  1.57630  -0.04

# 5
Molecular formula: C3H5F3P
Method: DFT, ωB97M-V/def2-TZVPD

Summary:
- net charge = +1
- Kohn-Sham gap (eV) = 9.17
- 2S+1 = 1

Last column: natural (NBO) charge in e.
Geometry (Å):
C  -0.43300  -0.60967  -1.15501  -0.20
C  -0.06989  -0.42056  0.12231  -0.31
C  0.74255  0.81460  0.35172  -0.39
F  3.74107  0.42451  -0.96607  -0.51
F  2.77943  -1.46573  0.06736  -0.52
F  4.04786  0.03713  1.37743  -0.50
P  2.86456  0.07560  0.29000  2.14
H  -1.31058  -1.26261  -1.38098  0.25
H  -0.21940  0.22952  -1.86562  0.21
H  -0.11591  -1.22053  0.88836  0.26
H  0.58702  1.13046  1.46455  0.30
H  0.74208  1.51503  -0.47245  0.26

# 6
Molecular formula: C3H5FN2
Method: DFT, ωB97M-V/def2-TZVPD

Summary:
- Kohn-Sham gap (spin up / spin down) (eV) = 8.59 / 8.59
- 2S+1 = 1

Last column: natural (NBO) charge in e.
Geometry (Å):
C  2.43217  -0.67236  -0.53938  -0.28
C  1.70635  -1.59525  -0.67866  -0.22
C  -1.51545  0.99573  0.31734  -0.33
N  -0.79356  -0.16596  0.31623  -0.25
N  -1.08241  -1.37908  0.51002  0.00
F  -2.29500  -1.74117  -0.02665  -0.25
H  2.80646  0.29346  -0.19914  0.24
H  1.07456  -2.36530  -1.05496  0.25
H  -1.15167  1.93722  -0.08355  0.20
H  -2.56736  0.99229  0.26889  0.19
H  0.29501  0.01157  0.28650  0.44

# 7
Molecular formula: C3H5FN2
Method: DFT, ωB97M-V/def2-TZVPD

Summary:
- Kohn-Sham gap (eV) = 9.69
- 2S+1 = 1

Last column: natural (NBO) charge in e.
Geometry (Å):
C  2.37769  -0.31180  -0.69220  -0.49
C  1.33060  0.25910  -0.16299  0.25
C  -2.05654  -0.66833  -0.40633  -0.06
N  -2.28909  1.13630  1.18852  -0.52
N  -2.16348  0.12764  0.51592  0.02
F  0.64304  -0.31398  0.82878  -0.34
H  2.73024  -1.27341  -0.50188  0.21
H  2.85221  0.16477  -1.50675  0.21
H  -2.38062  -1.33608  -1.07587  0.22
H  1.07016  1.23187  -0.34078  0.16
H  -2.11421  0.98391  2.15359  0.35

# 8
Molecular formula: C3H5FN2OS
Method: DFT, ωB97M-V/def2-TZVPD

Summary:
- Kohn-Sham gap (eV) = 9.48
- SMILES string = O=C(CF)N/C=N\S
- 2S+1 = 1

Last column: natural (NBO) charge in e.
Geometry (Å):
O  -0.54474  -0.53359  2.50507  -0.53
C  -0.37276  -0.21664  1.21718  0.63
C  0.20298  1.05608  0.80203  -0.09
F  0.27785  1.79400  2.11724  -0.37
N  -0.74161  -1.11254  0.08987  -0.65
C  0.11177  -1.21079  -0.87422  0.25
N  0.36730  -0.42190  -1.80598  -0.58
S  -0.35290  1.11239  -1.75164  0.16
H  -0.24891  1.63486  0.11306  0.22
H  1.31443  0.74624  0.56583  0.22
H  -0.78274  -2.20653  0.62618  0.43
H  0.52227  -2.39246  -0.80268  0.16
H  0.24705  1.75086  -2.80193  0.14

# 9
Molecular formula: C3H5FN2S
Method: DFT, ωB97M-V/def2-TZVPD

Summary:
- Kohn-Sham gap (eV) = 8.88
- SMILES string = FC/C=N\NC=S
- 2S+1 = 1

Last column: natural (NBO) charge in e.
Geometry (Å):
F  -0.08296  -2.32206  -1.31700  -0.41
C  0.34382  -0.86965  -1.03518  -0.04
C  0.92811  -1.07480  0.34460  0.11
N  0.44215  -0.35532  1.24787  -0.21
N  -0.74836  0.32586  0.79363  -0.49
C  -0.73790  1.60878  0.37213  -0.08
S  0.59979  2.24368  -0.49253  -0.19
H  -0.60091  -0.25249  -1.13404  0.24
H  1.24681  -0.43258  -1.54286  0.22
H  1.80037  -1.50594  0.61005  0.21
H  -1.57647  0.28186  1.55229  0.41
H  -1.61445  2.35267  0.60104  0.23

# 10
Molecular formula: C3H5FO
Method: DFT, ωB97M-V/def2-TZVPD

Summary:
- Kohn-Sham gap (eV) = 9.55
- SMILES string = CO/C=C\F
- 2S+1 = 1

Last column: natural (NBO) charge in e.
Geometry (Å):
C  -1.68831  -0.39915  0.00884  -0.24
O  -0.30261  -0.48967  -0.25069  -0.51
C  0.61100  0.47593  -0.10888  0.07
C  1.90616  0.25750  -0.02419  0.10
F  1.98292  -1.08655  0.01840  -0.35
H  -2.05467  0.76552  0.08609  0.18
H  -1.77906  -0.67142  1.02944  0.18
H  -1.91090  -1.17007  -0.67398  0.22
H  0.40422  1.49184  0.08471  0.16
H  2.83126  0.82608  -0.16973  0.20

Largest force on an atom values, unit eV/A, following the record order: 2.9, 3.2, 5.3, 2.8, 3.5, 4.8, 8.4, 10.1, 5.9, 4.3.
Relative energy (zero: lowest compared OMol25 entry of this formula, charge and spin) values, unit kcal per mole, following the record order: 99.0, 8.7, 14.3, 63.0, 34.2, 151.2, 94.2, 90.4, 78.3, 62.5.